16
Properties=species:S:1:pos:R:3 method="wB97M-V/def2-TZVPD" lumo_ev=4.15 orbital_gap_ev=8.52 smiles="CN(C)[P@@](C)(=O)[O-]" homo_ev=-4.37 fmax_ev_per_a=3.88 total_charge=-1 de_lowest_kcal_mol=6.89
H 1.876 -1.361 -0.198
H -1.942 -0.735 -2.138
H 0.450 0.649 2.287
C -0.831 -0.554 -1.991
N 0.632 0.363 0.162
C 1.234 -0.903 0.519
P -1.121 0.252 -0.330
O -1.741 -0.651 0.676
H -0.204 2.036 1.216
O -1.861 1.516 -0.632
H 1.800 -0.695 1.508
H -0.652 0.094 -2.844
H 0.397 -1.639 0.883
H 1.471 1.826 1.560
C 0.602 1.263 1.359
H -0.110 -1.461 -2.038